Entry 1:
Below is C17H18N6O3S in the gas phase at a distorted geometry, with properties calculated with ωB97M-V/def2-TZVPD.

Frontier orbital gap: 8.570 eV
Multiplicity: 1
LUMO level: 0.009 hartree
Charge: 0
Energy relative to the best compared isomer or geometry (same formula, charge and spin): 63.29 kJ/mol

Each line ends with the natural charge from an NBO analysis.
Cartesian coordinates (Å):
C1 -7.480 -1.140 -0.683  -0.606
C2 -6.458 -0.016 -0.579  -0.403
C3 -5.133 -0.427 -1.224  -0.220
N1 -4.165 0.629 -1.152  -0.199
N2 -3.861 1.435 -2.174  -0.061
N3 -3.003 2.271 -1.768  -0.052
N4 -2.698 2.085 -0.494  -0.327
C4 -3.423 1.060 -0.100  0.147
S1 -3.466 0.345 1.475  0.264
C5 -2.133 1.302 2.249  -0.613
C6 -0.713 0.966 1.785  0.679
O1 0.162 1.790 1.913  -0.590
N5 -0.567 -0.289 1.305  -0.607
C7 0.589 -0.914 0.816  0.168
C8 0.501 -2.261 0.470  -0.274
C9 1.617 -2.917 -0.012  -0.170
C10 2.824 -2.258 -0.160  -0.291
C11 2.911 -0.911 0.179  0.259
N6 4.085 -0.173 0.053  -0.615
C12 5.315 -0.583 -0.375  0.640
O2 5.604 -1.711 -0.722  -0.596
C13 6.304 0.507 -0.379  0.147
C14 7.628 0.480 -0.739  -0.236
C15 8.112 1.792 -0.559  -0.316
C16 7.055 2.523 -0.105  0.116
O3 5.960 1.761 0.008  -0.403
C17 1.791 -0.240 0.668  -0.300
H1 -7.674 -1.385 -1.724  0.207
H2 -7.118 -2.033 -0.178  0.204
H3 -8.416 -0.839 -0.220  0.221
H4 -6.835 0.877 -1.080  0.214
H5 -6.284 0.228 0.471  0.206
H6 -5.276 -0.648 -2.284  0.234
H7 -4.725 -1.307 -0.717  0.210
H8 -2.212 1.107 3.320  0.255
H9 -2.317 2.359 2.060  0.277
H10 -1.394 -0.875 1.301  0.406
H11 -0.437 -2.786 0.582  0.204
H12 1.548 -3.961 -0.277  0.216
H13 3.692 -2.772 -0.534  0.257
H14 4.004 0.802 0.315  0.413
H15 8.165 -0.379 -1.084  0.246
H16 9.107 2.144 -0.742  0.234
H17 6.962 3.557 0.162  0.208
H18 1.853 0.802 0.934  0.248

Atoms 1-2, force components in eV/Å:
0.122 0.192 0.054
0.043 -0.197 -0.118

Entry 2:
Below is a molecular structure, C17H19BCrN6O2 at a distorted geometry, with properties calculated with ωB97M-V/def2-TZVPD.

Frontier orbital gap (spin up / spin down): 5.545 / 9.100 eV
Multiplicity: 5
LUMO level (spin up / spin down): 0.019 / 0.019 hartree
Charge: 0
Energy relative to the best compared isomer or geometry (same formula, charge and spin): 385.39 kJ/mol

Each line ends with the natural charge from an NBO analysis.
Cartesian coordinates (Å):
H1 0.033 3.383 0.690  0.266
N1 0.162 2.049 -0.919  -0.298
B1 0.607 0.728 -3.016  0.538
N2 0.740 2.007 -2.138  -0.258
C1 1.466 3.132 -2.269  0.035
Cr1 -0.645 -1.145 -0.622  1.172
H2 2.071 3.300 -3.150  0.238
C2 1.290 3.917 -1.130  -0.336
H3 1.713 4.881 -0.933  0.243
C3 0.447 3.192 -0.287  0.041
H4 0.948 0.931 -4.144  -0.023
C4 -0.854 -3.088 -0.684  -1.081
H5 -1.507 -3.323 0.172  0.199
H6 0.095 -3.623 -0.549  0.203
H7 -1.334 -3.419 -1.618  0.202
N3 -0.872 0.214 -2.985  -0.373
N4 1.547 -0.323 -2.364  -0.309
N5 -1.474 -0.376 -1.843  -0.404
N6 1.142 -0.957 -1.203  -0.338
C5 -1.693 0.056 -4.023  -0.027
C6 2.823 -0.655 -2.613  0.011
H8 -1.391 0.377 -5.006  0.218
H9 3.332 -0.286 -3.489  0.224
C7 -2.868 -0.565 -3.598  -0.320
C8 3.267 -1.513 -1.601  -0.343
C9 -2.738 -0.777 -2.244  -0.105
C10 2.195 -1.678 -0.731  0.007
H10 -3.693 -0.850 -4.224  0.231
H11 4.238 -1.964 -1.511  0.235
H12 -3.407 -1.263 -1.553  0.225
H13 2.093 -2.289 0.155  0.239
H14 -0.442 1.337 -0.504  0.467
O1 -1.196 1.272 1.459  -0.721
C11 -0.740 0.221 1.942  0.776
O2 -0.369 -0.835 1.268  -0.807
C12 -0.567 0.057 3.423  -0.106
C13 0.185 -1.014 3.921  -0.179
C14 0.273 -1.235 5.296  -0.227
C15 -0.376 -0.370 6.188  -0.201
C16 -1.118 0.712 5.690  -0.228
C17 -1.203 0.933 4.313  -0.185
H15 0.680 -1.678 3.214  0.231
H16 0.843 -2.086 5.669  0.213
H17 -0.303 -0.539 7.266  0.213
H18 -1.634 1.382 6.379  0.213
H19 -1.767 1.771 3.907  0.229

Atoms 1-2, force components in eV/Å:
0.042 -0.042 -0.053
0.175 1.098 0.183

Entry 3:
Below is 2 unconnected molecules or ions with the total composition C17H19BF6NO11PS at a distorted geometry, with properties calculated with ωB97M-V/def2-TZVPD.

Frontier orbital gap: 6.038 eV
Multiplicity: 1
LUMO level: -0.059 hartree
Charge: 0
Energy relative to the best compared isomer or geometry (same formula, charge and spin): 0.00 kJ/mol

Each line ends with the natural charge from an NBO analysis.
Cartesian coordinates (Å):
C1 -4.670 -1.606 1.343  -0.123
C2 -4.341 -0.497 1.029  -0.106
C3 -3.822 0.828 0.706  0.015
O1 -2.760 1.242 1.546  -0.501
C4 -1.516 0.588 1.201  -0.303
B1 -0.519 0.672 2.475  1.188
O2 -0.308 1.849 3.171  -0.931
O3 0.035 -0.507 2.797  -0.710
C5 1.436 -0.546 3.143  -0.253
C6 -0.990 1.294 -0.067  0.433
C7 -0.163 2.570 0.221  -0.124
O4 1.189 2.290 0.472  -0.510
C8 2.074 2.768 -0.449  1.171
F1 2.017 4.104 -0.519  -0.326
F2 3.274 2.400 -0.093  -0.262
F3 1.808 2.294 -1.674  -0.326
O5 -0.416 0.462 -1.026  -0.576
C9 0.373 -0.623 -0.555  0.778
O6 1.247 -0.455 0.224  -0.470
C10 0.072 -1.938 -1.174  -0.120
C11 -1.215 -2.404 -1.415  -0.217
C12 -1.397 -3.642 -2.004  -0.204
C13 -0.306 -4.427 -2.356  -0.181
C14 0.972 -3.963 -2.084  -0.199
C15 1.173 -2.726 -1.499  -0.158
N1 -2.215 1.851 -0.784  -0.538
C16 -3.382 0.926 -0.775  -0.411
P1 -4.815 1.576 -1.810  1.391
O7 -4.457 3.182 -1.666  -1.019
O8 -4.346 1.157 -3.322  -0.970
H1 -5.045 -2.501 1.784  0.252
H2 -4.628 1.554 0.866  0.231
H3 -1.738 -0.473 1.044  0.232
H4 0.526 2.282 2.952  0.514
H5 1.592 -0.857 4.174  0.193
H6 1.953 0.392 2.953  0.184
H7 1.890 -1.291 2.496  0.234
H8 -0.243 3.200 -0.676  0.189
H9 -0.614 3.139 1.035  0.229
H10 -2.088 -1.829 -1.135  0.191
H11 -2.398 -4.003 -2.206  0.215
H12 -0.474 -5.384 -2.831  0.223
H13 1.833 -4.574 -2.326  0.234
H14 2.176 -2.378 -1.284  0.270
H15 -1.915 1.992 -1.752  0.438
H16 -2.469 2.778 -0.431  0.460
H17 -3.098 -0.020 -1.231  0.260
H18 -4.447 3.591 -2.544  0.517
H19 -3.390 1.086 -3.463  0.489
C17 6.469 -0.002 0.685  0.672
F4 7.055 0.610 1.728  -0.332
F5 5.662 0.907 0.099  -0.345
F6 7.434 -0.300 -0.197  -0.330
S1 5.535 -1.501 1.211  2.356
O9 4.560 -0.952 2.133  -1.021
O10 6.556 -2.330 1.805  -0.981
O11 4.982 -1.988 -0.038  -1.013

Atoms 1-2, force components in eV/Å:
-0.207 0.243 0.319
0.279 -0.287 -0.034